No. 1
The following is a DFT calculation (ωB97M-V/def2-TZVPD) of C26H20AsBrCl4F2N2O4Sr as an isolated structure at a distorted geometry.

XYZ file:
```
61
C26H20AsBrCl4F2N2O4Sr, DFT ωB97M-V/def2-TZVPD
Sr -0.242 -0.798 -0.782
Br 4.131 5.026 -2.376
C 2.677 3.776 -2.666
C 2.549 3.015 -3.843
C 1.609 2.049 -3.939
C 0.674 1.758 -2.832
O 0.000 0.701 -2.782
C 0.601 2.800 -1.848
C -0.446 2.802 -0.863
N -1.324 1.866 -0.731
C -2.453 2.259 0.053
C -2.913 3.568 0.064
C -4.096 3.856 0.726
C -4.851 2.873 1.343
C -4.406 1.529 1.373
C -5.146 0.393 1.774
C -4.905 -0.824 1.075
C -3.695 -1.009 0.489
N -2.653 -0.054 0.833
C -3.174 1.284 0.740
C 1.639 3.740 -1.761
H 3.246 3.168 -4.645
H 1.502 1.398 -4.819
H -0.505 3.707 -0.187
H -2.452 4.367 -0.500
H -4.518 4.840 0.673
H -5.804 3.134 1.798
H -6.184 0.565 2.105
H -5.682 -1.572 0.913
H -3.401 -1.808 -0.160
H 1.656 4.444 -0.949
Cl 4.121 -6.639 -1.917
C 2.682 -5.677 -1.671
C 1.419 -6.208 -1.764
Cl 1.202 -7.943 -2.082
C 0.260 -5.402 -1.533
Cl -1.348 -6.148 -1.384
C 0.352 -4.002 -1.344
O -0.678 -3.247 -1.230
C 1.709 -3.483 -1.064
O 1.867 -2.266 -0.650
C 2.810 -4.293 -1.329
Cl 4.357 -3.559 -1.185
C 2.777 1.127 3.336
As 2.275 -0.002 1.865
C 3.812 -0.133 0.715
C 1.855 -1.680 2.482
O 1.044 0.370 0.799
H 3.660 0.724 3.825
H 1.942 1.210 4.004
H 3.075 2.112 2.914
H 4.773 -0.195 1.251
H 3.794 0.735 0.077
H 3.631 -1.052 0.122
H 2.359 -1.965 3.399
H 2.112 -2.350 1.635
H 0.785 -1.663 2.574
F -1.291 0.715 2.426
C -2.230 -0.238 2.174
F -1.565 -1.450 2.347
H -2.994 -0.252 2.933
```

Charge   -2
HOMO   -1.1 eV
Kohn-Sham gap   0.179 hartree
2S+1   1
E   -8294.40173 hartree

=====

No. 2
The following is a DFT calculation (ωB97M-V/def2-TZVPD) of a 7-piece molecular cluster, C27H35BrCl2F18O13P2 overall at a distorted geometry.

XYZ file:
```
98
C27H35BrCl2F18O13P2, DFT ωB97M-V/def2-TZVPD
C -2.134 -1.736 2.600
C -1.375 -0.577 3.162
Cl -0.823 -0.841 4.764
C -1.133 0.595 2.528
Cl -0.251 1.865 3.320
P -1.704 0.903 0.847
P 0.051 0.712 -0.429
O 1.320 0.470 0.555
Br -0.293 -1.336 -1.289
H -2.288 -1.642 1.540
H -3.086 -1.789 3.114
H -1.582 -2.640 2.816
H -1.898 2.293 0.836
H 1.090 -0.032 1.347
C 2.052 3.445 1.242
C 2.279 4.689 2.067
O 3.616 4.722 2.617
C 4.567 5.135 1.805
O 4.456 5.491 0.670
C 5.912 5.146 2.559
F 6.083 4.024 3.261
F 5.944 6.182 3.405
F 6.919 5.268 1.705
H 2.266 2.554 1.828
H 1.017 3.403 0.907
H 2.700 3.426 0.367
H 1.614 4.706 2.927
H 2.096 5.594 1.491
C -4.490 -2.350 -3.872
C -5.712 -1.459 -3.918
O -6.712 -1.856 -2.954
C -6.548 -1.457 -1.711
O -5.660 -0.795 -1.265
C -7.747 -1.943 -0.869
F -8.031 -3.221 -1.125
F -8.825 -1.204 -1.155
F -7.485 -1.820 0.426
H -4.789 -3.390 -3.986
H -3.812 -2.084 -4.677
H -3.957 -2.258 -2.926
H -6.213 -1.551 -4.878
H -5.455 -0.411 -3.772
C 0.825 -6.703 -1.237
C 1.277 -6.440 -2.655
O 0.150 -6.320 -3.551
C -0.465 -5.153 -3.534
O -0.176 -4.208 -2.865
C -1.598 -5.178 -4.580
F -2.291 -6.318 -4.515
F -1.060 -5.085 -5.802
F -2.454 -4.174 -4.422
H 0.185 -7.584 -1.194
H 1.683 -6.865 -0.588
H 0.256 -5.861 -0.849
H 1.862 -7.271 -3.041
H 1.891 -5.543 -2.718
C 2.300 10.329 3.083
C 0.821 10.399 3.391
O 0.063 9.522 2.532
C 0.040 8.250 2.880
O 0.569 7.743 3.822
C -0.833 7.460 1.885
F -0.551 7.791 0.624
F -2.126 7.713 2.104
F -0.623 6.158 2.038
H 2.480 10.542 2.030
H 2.842 11.055 3.686
H 2.699 9.338 3.296
H 0.432 11.394 3.193
H 0.614 10.160 4.432
C 4.565 2.292 -3.518
C 3.783 3.244 -4.396
O 2.835 2.539 -5.225
C 1.702 2.198 -4.636
O 1.383 2.410 -3.506
C 0.784 1.492 -5.653
F 1.459 0.586 -6.365
F 0.273 2.396 -6.498
F -0.214 0.885 -5.029
H 5.051 1.528 -4.124
H 5.326 2.837 -2.961
H 3.912 1.789 -2.806
H 4.441 3.756 -5.093
H 3.265 3.999 -3.808
C 0.678 -9.713 4.497
C -0.646 -9.067 4.158
O -0.501 -7.646 3.950
C -0.059 -7.275 2.764
O 0.231 -7.978 1.843
C -0.003 -5.736 2.697
F 0.549 -5.222 3.797
F -1.241 -5.241 2.581
F 0.706 -5.350 1.645
H 1.131 -9.224 5.360
H 0.531 -10.767 4.728
H 1.377 -9.637 3.666
H -1.344 -9.161 4.986
H -1.104 -9.520 3.281
```

HOMO   -8.4 eV
Kohn-Sham gap   0.325 hartree
2S+1   1
SMILES   C/C(Cl)=C(/Cl)[PH]#P(O)Br.CCOC(=O)C(F)(F)F.CCOC(=O)C(F)(F)F.CCOC(=O)C(F)(F)F.CCOC(=O)C(F)(F)F.CCOC(=O)C(F)(F)F.CCOC(=O)C(F)(F)F
E   -8002.78581 hartree

=====

No. 3
The following is a DFT calculation (ωB97M-V/def2-TZVPD) of an isolated molecule of C16H22N2O2.

XYZ file:
```
42
C16H22N2O2, DFT ωB97M-V/def2-TZVPD
C 5.188 4.010 1.770
C 3.912 3.585 1.073
O 3.070 4.365 0.695
N 3.833 2.227 0.929
C 2.830 1.458 0.337
C 1.713 2.017 -0.279
C 0.753 1.199 -0.844
C 0.884 -0.186 -0.811
C -0.105 -1.125 -1.416
O 0.216 -2.219 -1.840
N -1.379 -0.667 -1.456
C -2.475 -1.468 -1.943
C -3.398 -1.980 -0.827
C -2.627 -2.819 0.191
C -3.573 -3.376 1.251
C -4.314 -2.244 1.955
C -5.077 -1.394 0.943
C -4.123 -0.838 -0.111
C 2.015 -0.737 -0.214
C 2.973 0.070 0.359
H 5.242 3.567 2.762
H 6.054 3.692 1.194
H 5.199 5.092 1.863
H 4.603 1.688 1.302
H 1.606 3.088 -0.314
H -0.087 1.660 -1.342
H -1.606 0.205 -1.006
H -3.056 -0.879 -2.661
H -2.022 -2.317 -2.462
H -4.151 -2.617 -1.306
H -2.111 -3.634 -0.320
H -1.868 -2.199 0.673
H -3.009 -3.962 1.980
H -4.297 -4.042 0.776
H -5.007 -2.654 2.693
H -3.595 -1.616 2.486
H -5.585 -0.573 1.453
H -5.838 -2.008 0.455
H -4.679 -0.237 -0.835
H -3.395 -0.189 0.381
H 2.124 -1.811 -0.212
H 3.844 -0.371 0.825
```

HOMO   -8.7 eV
Kohn-Sham gap   0.342 hartree
2S+1   1
SMILES   CC(=O)Nc1ccc(C(=O)NCC2CCCCC2)cc1
E   -882.94342 hartree
ΔE to the lowest compared entry with this formula, charge and spin   6.14 kJ/mol

=====

No. 4
The following is a DFT calculation (ωB97M-V/def2-TZVPD) of an isolated molecule of C3H11N3.

XYZ file:
```
17
C3H11N3, DFT ωB97M-V/def2-TZVPD
C 1.111 -0.914 -0.465
C 0.439 0.367 0.043
C 1.145 1.594 -0.536
N -0.981 0.464 -0.297
N -1.948 0.055 0.632
N -1.882 -1.263 1.155
H 2.161 -0.926 -0.181
H 0.640 -1.809 -0.061
H 1.049 -0.957 -1.552
H 0.512 0.408 1.138
H 1.086 1.579 -1.621
H 0.664 2.500 -0.179
H 2.191 1.606 -0.241
H -1.178 0.040 -1.198
H -1.909 0.691 1.427
H -0.960 -1.517 1.515
H -2.141 -1.917 0.422
```

HOMO   -8.8 eV
Kohn-Sham gap   0.363 hartree
2S+1   1
SMILES   CC(C)NNN
E   -285.10011 hartree
ΔE to the lowest compared entry with this formula, charge and spin   204.05 kJ/mol